{"formula": "C3H4N2O3", "method": "ωB97M-V/def2-TZVPD", "mol_weight_g_mol": 116.1, "charge": 0, "homo_lumo_gap_ev": 8.5, "max_force_ev_per_a": 7.13, "smiles": "O=CC(/C=N/O)=N\\O", "elements": ["C", "C", "C", "H", "H", "H", "H", "N", "N", "O", "O", "O"], "coordinates": [[-0.168, 0.838, 0.676], [-0.654, -0.295, -0.119], [0.348, -0.700, -1.317], [2.319, 2.338, 1.373], [-0.788, 1.602, 1.462], [1.277, 0.082, -1.218], [-1.351, -2.430, -0.843], [1.229, 0.969, 0.700], [-1.755, -0.972, 0.242], [1.375, 2.303, 1.387], [0.236, -1.673, -2.007], [-2.069, -2.061, -0.335]], "mulliken_charge": [-0.137, 0.368, 0.240, 0.337, 0.323, 0.333, 0.355, -0.304, -0.337, -0.418, -0.495, -0.265]}



{"formula": "C2H11NO3", "method": "ωB97M-V/def2-TZVPD", "spin_multiplicity": 2, "mol_weight_g_mol": 97.1, "charge": 1, "homo_lumo_gap_ev": [11.3, 5.6], "max_force_ev_per_a": 3.96, "elements": ["C", "O", "C", "N", "H", "H", "H", "H", "H", "H", "H", "H", "H", "O", "H", "H", "O"], "coordinates": [[0.370, -0.829, 1.365], [1.584, -1.206, 1.955], [0.444, 0.596, 0.853], [-0.806, 1.133, 0.348], [-0.356, -0.878, 2.186], [0.066, -1.486, 0.547], [2.205, -1.477, 1.265], [1.073, 0.509, -0.064], [0.716, 1.189, 1.735], [-1.590, 0.970, 1.004], [-0.808, 2.162, 0.339], [0.272, -0.499, -1.728], [1.633, -0.984, -2.052], [1.161, -0.155, -1.967], [-2.185, 0.715, -2.524], [-2.001, 0.285, -1.195], [-1.779, -0.046, -2.066]], "mulliken_charge": [-0.476, -0.486, -0.582, -0.193, 0.396, 0.301, 0.330, 0.506, 0.343, 0.382, 0.343, 0.309, 0.354, -0.635, 0.356, 0.327, -0.575]}



{"formula": "C13H27ClN2O8S", "method": "ωB97M-V/def2-TZVPD", "mol_weight_g_mol": 406.9, "charge": 0, "homo_lumo_gap_ev": 9.5, "max_force_ev_per_a": 1.46, "smiles": "CCOCCO[C@]1(Cl)[C@](O)(CCN)OS(=O)(=O)[C@H](N)[C@@]1(C)CC=O.O", "elements": ["C", "C", "O", "C", "C", "O", "C", "Cl", "C", "O", "C", "C", "N", "O", "S", "O", "O", "C", "N", "C", "C", "C", "C", "O", "H", "H", "H", "H", "H", "H", "H", "H", "H", "H", "H", "H", "H", "H", "H", "H", "H", "H", "H", "H", "H", "H", "H", "H", "H", "O", "H", "H"], "coordinates": [[-1.869, 3.833, -3.817], [-0.861, 3.059, -2.973], [-1.491, 2.017, -2.246], [-1.966, 2.377, -0.976], [-1.245, 1.589, 0.162], [-0.060, 1.015, -0.348], [0.409, -0.166, 0.197], [1.754, -0.567, -0.973], [-0.599, -1.346, 0.023], [0.111, -2.555, 0.041], [-1.403, -1.189, -1.280], [-1.948, -2.500, -1.832], [-1.030, -3.166, -2.758], [-1.603, -1.409, 1.069], [-1.130, -1.469, 2.592], [-0.461, -2.712, 2.847], [-2.299, -1.165, 3.364], [0.045, -0.104, 2.799], [-0.665, 1.122, 3.105], [1.068, -0.035, 1.613], [1.752, 1.332, 1.677], [2.111, -1.161, 1.887], [3.563, -0.779, 1.722], [4.407, -1.074, 2.548], [-1.404, 4.246, -4.709], [-2.646, 3.140, -4.126], [-2.327, 4.651, -3.265], [-0.298, 3.715, -2.309], [-0.153, 2.570, -3.638], [-1.846, 3.446, -0.802], [-3.031, 2.154, -0.912], [-1.023, 2.294, 0.962], [-1.949, 0.865, 0.564], [-0.320, -3.163, 0.649], [-2.246, -0.536, -1.056], [-0.802, -0.666, -2.019], [-2.240, -3.164, -1.021], [-2.861, -2.250, -2.375], [-0.751, -4.070, -2.414], [-0.200, -2.611, -2.894], [0.571, -0.399, 3.703], [-1.652, 1.059, 2.903], [-0.550, 1.341, 4.080], [2.417, 1.475, 0.830], [2.287, 1.451, 2.619], [1.026, 2.136, 1.636], [1.924, -2.049, 1.288], [2.043, -1.498, 2.920], [3.849, -0.250, 0.799], [5.314, -3.305, -0.057], [4.999, -2.602, -0.631], [5.279, -2.928, 0.830]], "mulliken_charge": [-1.206, -0.370, -0.188, -1.187, -0.176, -0.538, 0.741, -0.273, 0.200, -0.498, -0.668, -0.876, -0.637, -0.420, 1.378, -0.662, -0.740, -1.167, -0.446, 1.646, -2.270, -0.888, -0.331, -0.567, 0.392, 0.285, 0.282, 0.374, 0.346, 0.518, 0.324, 0.522, 0.251, 0.586, 0.117, 0.599, 0.326, 0.370, 0.298, 0.283, 0.963, 0.322, 0.255, 0.481, 0.486, 0.378, 0.577, 0.358, 0.440, -0.629, 0.304, 0.340]}



{"formula": "C26H24BeN4S6", "method": "ωB97M-V/def2-TZVPD", "mol_weight_g_mol": 593.9, "charge": 0, "homo_lumo_gap_ev": [2.2, 1.9], "max_force_ev_per_a": 2.72, "elements": ["Be", "C", "C", "N", "N", "C", "N", "S", "C", "C", "C", "C", "C", "N", "H", "H", "H", "H", "H", "H", "H", "H", "H", "H", "C", "S", "C", "C", "S", "S", "C", "S", "S", "H", "H", "H", "C", "C", "C", "C", "C", "C", "C", "C", "C", "C", "C", "C", "C", "C", "H", "H", "H", "H", "H", "H", "H", "H", "H", "H", "H"], "coordinates": [[1.148, 1.263, 1.064], [2.834, 4.078, -1.261], [2.424, 2.988, -0.339], [1.212, 2.459, -0.215], [0.094, 3.325, -0.181], [-0.620, 3.219, 0.947], [-1.882, 3.702, 0.971], [0.108, 2.549, 2.371], [3.380, 2.326, 0.474], [4.716, 2.634, 0.637], [5.516, 1.777, 1.342], [4.931, 0.654, 1.902], [3.583, 0.475, 1.856], [2.809, 1.258, 1.108], [3.693, 3.803, -1.916], [3.043, 4.972, -0.723], [2.093, 4.269, -1.995], [-0.220, 3.691, -1.107], [-2.207, 4.331, 0.210], [-2.540, 3.406, 1.679], [5.050, 3.527, 0.076], [6.602, 1.868, 1.400], [5.589, -0.094, 2.381], [3.192, -0.449, 2.286], [-6.389, 0.886, -1.792], [-5.793, -0.357, -0.604], [-5.133, -1.705, -1.467], [-4.195, -1.690, -2.484], [-3.406, -0.324, -3.115], [-3.645, -3.332, -3.098], [-4.276, -4.185, -1.675], [-3.712, -5.599, -1.014], [-5.423, -3.267, -0.694], [-7.291, 1.319, -1.371], [-6.730, 0.427, -2.725], [-5.652, 1.627, -2.139], [3.299, -3.431, -1.824], [2.946, -2.416, -2.699], [1.926, -1.506, -2.411], [1.271, -1.501, -1.163], [1.623, -2.603, -0.339], [2.540, -3.546, -0.668], [0.379, -0.492, -0.683], [0.194, -0.161, 0.651], [-0.789, -0.776, 1.518], [-1.704, -1.766, 1.042], [-2.530, -2.390, 1.985], [-2.610, -1.971, 3.290], [-1.709, -0.982, 3.761], [-0.780, -0.409, 2.858], [4.102, -4.187, -2.105], [3.458, -2.321, -3.664], [1.707, -0.763, -3.175], [1.188, -2.598, 0.675], [2.748, -4.351, 0.039], [0.023, 0.223, -1.455], [-1.808, -1.951, -0.020], [-3.298, -3.117, 1.657], [-3.351, -2.432, 3.969], [-1.832, -0.565, 4.796], [0.104, 0.178, 3.181]], "mulliken_charge": [-1.187, -1.949, 0.931, 0.393, -0.412, 0.711, -0.419, -0.337, 0.343, -0.892, -0.382, -0.767, 0.120, 0.629, 0.452, 0.395, 0.457, 0.317, 0.211, 0.237, 0.404, 0.416, 0.370, 0.443, -0.931, -0.047, -0.119, 0.013, -0.427, -0.104, 0.104, -0.289, -0.141, 0.363, 0.299, 0.284, -0.413, -0.395, -0.527, 1.090, -0.309, -0.683, -0.951, 0.191, 1.234, -0.145, -0.502, -0.473, -0.840, -0.525, 0.298, 0.349, 0.373, 0.333, 0.382, 0.445, 0.511, 0.234, 0.393, 0.311, 0.128]}



{"formula": "C32H38Cl3CuN3O4S2Si", "method": "ωB97M-V/def2-TZVPD", "mol_weight_g_mol": 790.8, "charge": -1, "homo_lumo_gap_ev": 5.6, "max_force_ev_per_a": 0.45, "elements": ["Cu", "O", "S", "O", "N", "C", "O", "C", "C", "C", "C", "C", "C", "H", "H", "H", "H", "Cl", "C", "C", "C", "C", "C", "C", "N", "C", "C", "N", "C", "O", "C", "C", "C", "Cl", "S", "C", "C", "C", "Cl", "C", "H", "H", "H", "H", "H", "H", "H", "H", "H", "H", "H", "H", "H", "C", "Si", "C", "C", "C", "C", "C", "C", "C", "C", "H", "H", "H", "H", "H", "H", "H", "H", "H", "H", "H", "H", "H", "H", "H", "H", "H", "H", "H", "H", "H"], "coordinates": [[0.070, 0.232, 0.225], [3.251, 5.242, -1.471], [3.671, 3.880, -1.696], [5.043, 3.683, -2.094], [3.256, 2.922, -0.471], [2.359, 2.015, -0.826], [1.858, 1.154, -0.075], [1.968, 2.088, -2.290], [1.118, 1.266, -3.008], [0.915, 1.548, -4.354], [1.557, 2.623, -4.965], [2.428, 3.433, -4.245], [2.613, 3.134, -2.911], [0.629, 0.430, -2.528], [0.250, 0.923, -4.938], [1.381, 2.825, -6.014], [2.945, 4.261, -4.711], [-7.657, 4.752, -0.575], [-7.068, 3.174, -1.004], [-7.497, 2.581, -2.179], [-7.017, 1.320, -2.485], [-6.117, 0.637, -1.668], [-5.626, -0.707, -2.163], [-4.364, -0.608, -3.028], [-3.294, 0.138, -2.413], [-3.123, 1.505, -2.470], [-2.033, 1.776, -1.701], [-1.545, 0.607, -1.170], [-2.321, -0.346, -1.610], [-5.432, -1.613, -1.097], [-5.782, -2.957, -1.402], [-4.879, -3.887, -0.662], [-4.115, -4.859, -1.231], [-3.961, -5.195, -2.915], [-3.255, -5.798, -0.088], [-3.905, -4.875, 1.199], [-4.740, -3.900, 0.759], [-5.698, 1.273, -0.500], [-4.545, 0.575, 0.579], [-6.178, 2.533, -0.164], [-8.195, 3.089, -2.827], [-7.359, 0.839, -3.395], [-6.417, -1.091, -2.824], [-4.610, -0.124, -3.975], [-4.012, -1.618, -3.252], [-3.776, 2.134, -3.050], [-1.568, 2.724, -1.497], [-2.235, -1.391, -1.357], [-5.715, -3.151, -2.476], [-6.825, -3.124, -1.099], [-3.607, -5.084, 2.212], [-5.224, -3.186, 1.408], [-5.838, 3.007, 0.745], [-2.276, -1.550, 2.335], [-0.418, -1.246, 1.925], [0.190, -3.042, 1.437], [-0.501, -3.348, 0.099], [-0.155, -4.157, 2.422], [1.697, -3.065, 1.174], [0.304, -0.663, 3.636], [-0.284, 0.735, 3.878], [-0.050, -1.537, 4.838], [1.823, -0.504, 3.557], [-2.451, -2.330, 3.084], [-2.834, -1.825, 1.436], [-2.725, -0.628, 2.714], [-1.592, -3.303, 0.176], [-0.237, -4.357, -0.247], [-0.185, -2.637, -0.669], [-1.210, -4.141, 2.708], [0.432, -4.081, 3.339], [0.057, -5.143, 1.984], [2.007, -2.222, 0.552], [1.983, -3.992, 0.658], [2.272, -3.020, 2.100], [-1.372, 0.715, 3.971], [-0.029, 1.416, 3.063], [0.119, 1.157, 4.807], [-1.129, -1.671, 4.943], [0.314, -1.077, 5.767], [0.404, -2.527, 4.772], [2.120, 0.069, 2.676], [2.332, -1.468, 3.518], [2.196, 0.023, 4.446]], "mulliken_charge": [-0.698, -0.683, 1.156, -0.677, -0.594, 0.373, -0.439, 0.301, 0.121, -0.787, -0.353, -0.654, -0.150, 0.439, 0.397, 0.370, 0.414, -0.224, 0.370, -0.912, -0.413, -0.621, 0.047, -1.466, 0.431, -0.213, -1.425, 0.716, -0.331, -0.164, -0.984, 0.103, 0.851, -0.248, -0.218, -0.100, -1.076, 0.991, 0.085, -0.816, 0.441, 0.398, 0.606, 0.407, 0.558, 0.553, 0.554, 0.152, 0.590, 0.276, 0.468, 0.353, 0.495, -0.806, 1.479, 2.073, -1.317, -1.819, -1.779, 2.154, -1.937, -1.790, -1.732, 0.347, -0.411, 0.362, -0.223, 0.625, -0.013, 0.174, 0.307, 0.462, 0.128, 0.495, 0.342, 0.328, 0.195, 0.502, 0.291, 0.514, 0.284, 0.167, 0.317, 0.509]}



{"formula": "C17H18As2BrF6OS5Y", "method": "ωB97M-V/def2-TZVPD", "mol_weight_g_mol": 831.3, "charge": -2, "homo_lumo_gap_ev": 5.4, "max_force_ev_per_a": 0.67, "elements": ["Y", "S", "As", "S", "S", "S", "Br", "C", "C", "C", "C", "C", "C", "C", "C", "C", "C", "H", "H", "H", "H", "H", "H", "C", "C", "O", "C", "F", "F", "F", "C", "F", "F", "F", "H", "H", "H", "C", "As", "C", "C", "S", "H", "H", "H", "H", "H", "H", "H", "H", "H"], "coordinates": [[-0.798, 0.624, -1.082], [-4.278, 4.364, -0.166], [-3.193, 2.542, -0.450], [-2.861, -0.066, -2.659], [-0.989, 3.051, 0.032], [-2.934, 2.044, -2.731], [1.262, 0.503, 1.344], [1.734, -1.336, 1.262], [2.594, -1.818, 2.207], [3.026, -3.158, 2.135], [2.609, -3.950, 1.105], [1.721, -3.455, 0.118], [1.324, -4.269, -0.969], [0.465, -3.772, -1.906], [-0.063, -2.469, -1.775], [0.261, -1.610, -0.740], [1.215, -2.125, 0.195], [2.955, -1.167, 2.993], [3.700, -3.541, 2.892], [2.956, -4.975, 1.022], [1.725, -5.275, -1.042], [0.175, -4.386, -2.753], [-0.772, -2.147, -2.535], [2.856, 2.169, -1.788], [1.957, 1.551, -2.873], [0.986, 0.786, -2.335], [1.371, 2.711, -3.733], [1.037, 2.338, -4.985], [2.254, 3.737, -3.879], [0.286, 3.212, -3.157], [2.832, 0.653, -3.778], [3.751, 1.370, -4.488], [3.537, -0.224, -3.038], [2.134, -0.061, -4.665], [2.256, 2.888, -1.228], [3.740, 2.667, -2.186], [3.148, 1.367, -1.113], [-2.371, 2.364, 3.029], [-2.880, 0.522, 2.807], [-4.809, 0.580, 2.826], [-2.432, -0.235, 4.534], [-2.135, -0.736, 1.313], [-2.782, 2.645, 4.003], [-2.788, 3.001, 2.251], [-1.288, 2.455, 3.007], [-5.161, 1.108, 3.713], [-5.186, -0.441, 2.804], [-5.133, 1.106, 1.927], [-3.048, 0.212, 5.316], [-1.379, -0.040, 4.734], [-2.588, -1.311, 4.486]], "mulliken_charge": [0.517, -0.646, 0.209, -0.448, -0.540, -0.333, -0.096, 0.259, -0.733, -0.448, -0.866, 1.042, -0.813, -0.996, -0.496, 0.322, 0.341, 0.390, 0.342, 0.305, 0.276, 0.346, 0.229, -1.793, 0.856, -0.017, 0.599, -0.301, -0.330, -0.130, 0.549, -0.319, -0.267, -0.238, 0.373, 0.358, 0.380, -0.985, 0.660, -1.051, -1.094, -0.412, 0.395, 0.298, 0.238, 0.380, 0.341, 0.316, 0.376, 0.323, 0.335]}